Molecular formula: C26H40N5O5S
Method: DFT, ωB97M-V/def2-TZVPD

Atoms and positions in Å:
S 5.041962 1.823114 -4.137181
O -4.681887 3.503941 -3.353210
O 4.449444 2.764495 -1.749043
O 1.169560 -3.346402 -1.204757
O -1.732819 2.234959 -5.989485
O -2.415904 0.306925 4.630371
N -2.615572 3.823013 -4.483824
N 3.820704 1.058706 -0.545201
N 0.376986 0.257988 5.751781
N -0.988768 -4.112264 -1.011195
N 4.144314 0.579451 -1.807891
C -1.648491 -5.410527 -1.170404
C -0.584193 0.761021 -1.767842
C 1.088130 1.692107 -5.066760
C -0.531133 1.161690 -3.092342
C 0.572682 0.676147 -4.017536
C 1.072920 -5.419707 -0.096621
C -1.551403 1.988085 -3.509595
C 0.287622 1.329148 6.789381
C -0.444472 -0.926227 6.185782
C 3.988254 2.312974 -0.551113
C -1.608361 0.629450 0.503115
C 3.561189 2.517701 -4.964663
C 1.803273 -0.190392 5.631955
C -2.151860 -0.832617 0.581028
C -3.501353 3.309717 -3.457785
C 2.589724 1.358422 -5.343596
C 0.419973 -4.217558 -0.817376
C -0.055994 0.772087 4.388842
C -1.467248 1.310997 4.298816
C -2.602182 2.008186 -1.336606
C -2.563630 2.414756 -2.638461
C 4.504020 1.609999 -2.470286
C -1.613206 -3.308199 0.082812
C -1.267303 -1.837042 -0.169744
C -1.900117 2.613669 -4.867196
C -1.596823 1.154690 -0.921928
H -2.681968 -3.523845 0.069886
H -1.481464 -6.081227 -0.314047
H -3.288776 0.713294 4.650280
H 1.853057 -0.987585 4.894195
H 0.681934 0.936277 7.723445
H -1.201755 -5.901876 -2.044416
H 0.876160 2.182361 6.458599
H -0.752590 1.611159 6.921042
H 2.135454 -0.550437 6.602091
H -1.413241 -0.586759 6.527726
H 0.073786 -1.405707 7.014795
H 2.887286 0.429685 -4.851538
H 0.648717 1.558394 4.119956
H 1.420262 0.428516 -3.361830
H 3.836278 3.059255 0.212398
H 3.090942 3.307467 -4.373321
H 0.244530 -0.275392 -4.450481
H -1.614313 2.175537 4.953730
H -2.126793 -1.102101 1.650794
H -2.012168 4.564670 -4.151754
H -0.217747 -1.603090 0.040552
H 0.575280 1.457191 -6.000371
H 0.188675 0.112868 -1.362979
H -3.199178 -0.848245 0.259436
H -2.711670 -5.313185 -1.396921
H -0.598526 0.643740 0.933227
H 1.093476 -5.238601 0.982750
H -0.534743 -1.614119 5.350576
H 2.408319 0.657238 5.318187
H -1.384573 -1.672377 -1.246642
H 0.066266 -0.068610 3.704906
H -1.652072 1.634856 3.271277
H 0.565776 -6.368110 -0.285221
H 2.081212 -5.492973 -0.503926
H 2.745717 1.168421 -6.412245
H -1.129038 -3.653433 1.015232
H 3.917771 2.986563 -5.885817
H 0.947007 2.734832 -4.775554
H -2.301959 1.210727 1.124423
H -3.403365 2.342118 -0.684682

Cartesian forces, eV/Å:
S 0.384 -0.013 0.073
O 1.211 -0.003 0.028
O -0.369 -0.170 0.598
O -0.699 -0.026 0.339
O -0.033 0.262 0.791
O 0.208 -0.054 0.085
N -1.667 -0.127 -1.629
N -0.531 -1.113 0.886
N -0.082 -0.107 -0.011
N -0.557 -0.527 0.457
N -0.060 -0.132 0.152
C 0.681 -0.442 -0.355
C 0.472 -0.173 0.100
C 0.634 -1.907 -0.523
C 0.267 -0.338 -0.935
C 0.074 0.628 1.079
C -0.560 0.008 -0.710
C -0.833 0.237 -0.752
C 0.005 -0.049 -0.131
C 0.204 0.019 0.296
C 0.522 1.077 -0.784
C -0.634 -0.760 -0.231
C -0.337 -0.919 0.043
C -0.122 0.156 -0.057
C 0.767 0.123 0.563
C 0.458 0.161 1.186
C -0.112 0.951 -0.281
C 1.048 0.037 -0.293
C -0.191 -0.217 0.051
C -0.572 0.107 0.199
C -0.601 0.064 -0.018
C -0.528 0.053 -1.082
C 0.147 1.158 -1.454
C 1.666 0.135 -0.596
C -0.914 0.499 -0.311
C 1.104 0.151 0.769
C -0.022 -0.100 1.592
H 0.086 0.178 0.126
H -0.427 0.114 -0.032
H -0.044 -0.090 -0.082
H 0.041 0.011 0.009
H 0.002 0.017 -0.009
H -0.114 0.016 0.170
H -0.004 0.007 0.053
H 0.015 0.008 0.007
H 0.004 -0.005 -0.020
H -0.075 -0.033 -0.219
H 0.079 0.015 -0.065
H -0.091 0.212 0.133
H -0.011 -0.015 -0.041
H -0.214 -0.102 -0.064
H -0.025 -0.228 0.095
H 0.140 -0.211 0.145
H 0.138 0.218 -0.260
H 0.203 0.090 -0.075
H -0.249 0.026 -0.138
H 0.012 0.005 -0.035
H -0.097 -0.370 0.098
H -0.264 0.673 0.162
H 0.063 0.111 -0.207
H 0.174 -0.120 -0.071
H 0.122 0.256 0.242
H -0.123 0.118 -0.032
H 0.040 0.007 -0.155
H -0.089 0.016 0.015
H 0.031 -0.047 -0.016
H 0.041 -0.080 0.145
H 0.020 0.028 -0.011
H 0.397 0.126 -0.029
H 0.037 0.139 0.147
H -0.027 0.081 0.312
H -0.143 0.006 0.157
H -0.715 0.165 0.226
H 0.272 0.005 0.292
H -0.077 -0.128 -0.023
H 0.343 0.255 -0.139
H 0.102 -0.120 0.050

## Properties
HOMO, eV: -10.86
Orbital gap, Ha: 0.298
Net charge: +1

Here are the Mulliken charges for atoms 1 to 2, given in e:
1. S -0.21
2. O -0.50